[1]
Computed, not measured: a molecular structure, C18H45ClN3O6, with ωB97M-V/def2-TZVPD.

Computed properties:
Energy above the lowest of the compared OMol25 structures with the same formula, charge and spin in kcal per mole: 189.6
Lowest unoccupied orbital energy in eV: 2.650
Molar mass in g mol⁻¹: 435.03
2S+1: 1
HOMO in eV: -3.0
Strongest force on any atom in eV/Å: 11.2
Net charge: -1

Last column: Mulliken charge in e.
Geometry (Å):
1 Cl 23.917 9.681 0.541  -0.680
2 C 29.402 10.763 -0.810  -0.818
3 O 28.520 10.722 0.312  -0.308
4 C 27.154 10.606 0.122  -1.090
5 C 26.320 11.049 1.399  -0.207
6 N 26.280 9.957 2.364  -0.242
7 C 25.699 10.420 3.641  0.622
8 C 25.633 9.284 4.685  -1.468
9 O 24.764 8.209 4.258  -0.242
10 C 24.434 7.288 5.357  -0.937
11 H 29.125 9.955 -1.487  0.323
12 H 30.427 10.613 -0.471  0.246
13 H 29.433 11.744 -1.282  0.291
14 H 26.739 9.625 -0.107  0.375
15 H 26.824 11.301 -0.650  0.447
16 H 25.349 11.257 0.948  -0.045
17 H 26.719 11.981 1.799  0.609
18 H 27.263 9.802 2.537  0.463
19 H 24.748 10.945 3.554  0.418
20 H 26.396 11.105 4.124  -0.043
21 H 25.353 9.762 5.624  0.463
22 H 26.598 8.796 4.819  0.371
23 H 23.660 6.568 5.092  0.294
24 H 23.993 7.821 6.200  0.347
25 H 25.240 6.648 5.716  0.302
26 C 22.620 11.602 2.035  -0.927
27 O 23.466 12.060 3.069  -0.442
28 C 24.247 13.192 2.694  -0.317
29 C 25.059 13.766 3.830  -1.039
30 N 26.124 12.886 4.203  0.010
31 C 26.867 13.302 5.387  -0.836
32 C 27.928 12.234 5.741  -0.756
33 O 27.288 10.978 5.951  -0.228
34 C 28.237 10.010 6.529  -0.972
35 H 22.014 10.759 2.367  0.309
36 H 23.176 11.118 1.233  0.142
37 H 21.983 12.378 1.611  0.400
38 H 23.619 13.994 2.305  0.590
39 H 24.889 13.010 1.833  0.107
40 H 24.378 13.862 4.676  0.346
41 H 25.416 14.754 3.539  0.460
42 H 25.816 11.938 4.366  0.144
43 H 26.220 13.435 6.254  0.410
44 H 27.430 14.219 5.211  0.398
45 H 28.552 12.576 6.567  0.494
46 H 28.601 11.988 4.920  0.338
47 H 28.772 10.504 7.341  0.394
48 H 28.924 9.670 5.755  0.350
49 H 27.638 9.179 6.901  0.246
50 C 23.294 6.757 -5.054  -0.790
51 O 22.964 7.139 -3.739  -0.272
52 C 24.048 7.191 -2.854  -0.987
53 C 23.733 7.957 -1.564  -0.453
54 N 23.914 9.396 -1.688  -0.406
55 C 22.830 10.031 -2.458  -0.449
56 C 22.874 11.546 -2.547  -0.207
57 O 21.846 12.105 -3.401  -0.336
58 C 21.755 13.474 -3.307  -0.755
59 H 22.417 6.688 -5.699  0.226
60 H 23.664 5.735 -4.970  0.317
61 H 24.112 7.386 -5.403  0.328
62 H 25.003 7.571 -3.217  0.310
63 H 24.345 6.195 -2.525  0.525
64 H 24.384 7.532 -0.800  0.367
65 H 22.791 7.684 -1.087  0.340
66 H 23.924 9.764 -0.747  0.474
67 H 21.913 9.760 -1.935  0.190
68 H 22.722 9.724 -3.498  0.229
69 H 23.851 11.785 -2.967  0.260
70 H 22.871 11.917 -1.522  0.105
71 H 22.652 14.076 -3.445  0.289
72 H 21.347 13.717 -2.326  0.291
73 H 20.954 13.797 -3.972  0.293

[2]
Computed, not measured: 4 unconnected molecules or ions with the total composition C18H45ClNO15PS3, with ωB97M-V/def2-TZVPD.

Computed properties:
Structure (SMILES): C[C@H](O)COO[P@@](=O)(OCCCN)OC[C@H](C)Cl.CCOS(C)(=O)=O.CCOS(C)(=O)=O.CCOS(C)(=O)=O
Lowest unoccupied orbital energy in eV: 0.359
Molar mass in g mol⁻¹: 678.18
2S+1: 1
HOMO in eV: -9.4
Strongest force on any atom in eV/Å: 2.7
Net charge: 0

Last column: Mulliken charge in e.
Geometry (Å):
1 C 0.275 -3.269 3.136  -1.081
2 C 0.465 -1.745 3.239  0.674
3 O -0.661 -1.196 3.940  -0.617
4 C 0.559 -1.048 1.883  -0.584
5 O 1.889 -0.847 1.416  -0.265
6 O 2.423 0.082 2.350  -0.160
7 P 3.766 0.750 1.753  0.971
8 O 3.474 1.418 0.491  -0.756
9 O 4.222 1.758 2.890  -0.210
10 C 4.927 2.911 2.338  -0.465
11 C 5.710 3.540 3.494  -0.652
12 C 5.437 5.022 3.666  -0.616
13 N 5.898 5.840 2.526  -0.610
14 O 4.946 -0.309 1.494  -0.444
15 C 5.607 -0.804 2.676  -0.742
16 C 4.767 -1.663 3.598  0.715
17 C 5.654 -2.339 4.646  -1.526
18 Cl 3.907 -2.970 2.709  -0.208
19 H -0.178 -3.592 4.071  0.365
20 H 1.223 -3.797 3.058  0.248
21 H -0.346 -3.480 2.264  0.134
22 H 1.322 -1.561 3.883  -0.017
23 H -1.381 -1.105 3.301  0.342
24 H -0.039 -1.532 1.110  0.659
25 H 0.140 -0.040 1.987  0.184
26 H 5.581 2.561 1.540  0.383
27 H 4.223 3.610 1.888  0.426
28 H 6.780 3.358 3.380  0.345
29 H 5.395 3.044 4.413  0.298
30 H 4.383 5.233 3.867  0.298
31 H 5.984 5.362 4.550  0.366
32 H 6.094 5.276 1.709  0.249
33 H 5.175 6.508 2.299  0.258
34 H 6.078 0.005 3.237  0.259
35 H 6.430 -1.436 2.339  0.435
36 H 4.005 -1.107 4.140  0.189
37 H 5.024 -2.686 5.462  0.398
38 H 6.193 -3.189 4.237  0.379
39 H 6.332 -1.593 5.068  0.377
40 O 0.722 4.043 -2.497  -0.650
41 S -0.491 4.219 -1.761  1.300
42 O -0.837 5.493 -1.207  -0.638
43 O -0.566 3.114 -0.618  -0.240
44 C 0.528 3.024 0.322  0.132
45 C 0.508 4.163 1.323  -1.147
46 C -1.849 3.633 -2.718  -0.970
47 H 1.481 2.976 -0.203  0.437
48 H 0.402 2.079 0.847  -0.260
49 H 0.694 5.121 0.838  0.364
50 H 1.279 4.013 2.081  0.344
51 H -0.465 4.232 1.812  0.316
52 H -1.605 2.652 -3.117  0.322
53 H -2.002 4.344 -3.527  0.390
54 H -2.731 3.591 -2.086  0.315
55 O -1.785 -3.045 -0.686  -0.567
56 S -2.988 -3.627 -1.203  1.199
57 O -4.117 -3.851 -0.355  -0.631
58 O -2.615 -4.986 -1.951  -0.302
59 C -1.894 -5.990 -1.211  -0.289
60 C -2.769 -6.704 -0.199  -1.008
61 C -3.510 -2.724 -2.620  -1.098
62 H -1.020 -5.544 -0.733  0.285
63 H -1.532 -6.703 -1.948  0.271
64 H -3.099 -6.028 0.588  0.299
65 H -2.219 -7.521 0.269  0.391
66 H -3.663 -7.105 -0.679  0.277
67 H -2.661 -2.575 -3.281  0.371
68 H -3.889 -1.765 -2.272  0.393
69 H -4.303 -3.276 -3.118  0.379
70 O -6.312 -2.090 -5.471  -0.660
71 S -5.595 -0.914 -5.857  1.280
72 O -4.650 -0.303 -4.971  -0.563
73 O -6.636 0.187 -6.350  -0.301
74 C -7.694 0.572 -5.450  -0.339
75 C -7.200 1.449 -4.315  -0.942
76 C -4.813 -1.192 -7.409  -0.990
77 H -8.203 -0.316 -5.071  0.324
78 H -8.413 1.125 -6.052  0.277
79 H -6.524 0.904 -3.658  0.255
80 H -8.039 1.802 -3.716  0.388
81 H -6.653 2.308 -4.704  0.264
82 H -5.532 -1.629 -8.096  0.328
83 H -3.988 -1.880 -7.234  0.367
84 H -4.435 -0.245 -7.786  0.324

> What is the formula in the first record?

C18H45ClN3O6

> Look up the lowest unoccupied orbital energy of the first one.

2.650 eV